Entry from OMol25: a cluster of 2 separate species, C6H16 in total in a non-equilibrium geometry (ωB97M-V with the def2-TZVPD basis set).

## Properties
Total energy in eV: -6479.728
SMILES: CC(C)C.CC
ΔE to the lowest compared entry with this formula, charge and spin in eV: 1.930
Kohn-Sham gap in eV: 12.0

```
! RIJCOSX wB97M-V def2-TZVPD def2/J DEFGRID3
* xyz 0 1
C 0.9126 -0.5189 -1.6610
C 0.4959 -1.0707 -0.3102
C 0.3565 -2.5669 -0.5071
C 1.5686 -0.7912 0.6502
H 1.7608 0.1418 -1.3236
H 0.0217 -0.1875 -2.2619
H 1.3039 -1.3602 -2.2110
H -0.5796 -0.6448 -0.0726
H -0.5151 -2.7709 -1.2054
H 1.1600 -3.2011 -0.8417
H 0.1173 -3.1701 0.3746
H 2.1185 -1.7151 0.5859
H 2.1956 0.0730 0.5194
H 1.1246 -0.8254 1.6435
C -1.8467 2.3130 0.1130
C -1.2331 2.3840 1.5516
H -1.1079 1.9637 -0.4679
H -2.7902 1.7696 0.0090
H -2.0820 3.3070 -0.2924
H -1.8394 2.3623 2.4109
H -0.5106 3.1342 1.7419
H -0.6314 1.3739 1.5550
*
```



Entry from OMol25: the molecule C4H6N2O in a non-equilibrium geometry (ωB97M-V with the def2-TZVPD basis set).

## Properties
Total energy in eV: -9269.397
SMILES: COn1cccn1
ΔE to the lowest compared entry with this formula, charge and spin in eV: 4.105
Kohn-Sham gap in eV: 10.3

```
! RIJCOSX wB97M-V def2-TZVPD def2/J DEFGRID3
* xyz 0 1
C 0.6867 -2.2155 0.3273
O 0.9474 -1.0334 -0.5440
N 0.3166 0.1455 -0.3224
C -0.4441 0.7868 -1.1775
C -0.8941 1.8856 -0.3313
C -0.3828 1.6907 0.8932
N 0.3695 0.5171 0.9119
H -0.2667 -2.5435 -0.0445
H 0.7078 -1.9623 1.3236
H 1.6239 -2.8379 0.0456
H -0.6899 0.4220 -2.1113
H -1.5475 2.6949 -0.6512
H -0.4268 2.4499 1.6806
*
```